{
  "formula": "C11H19IrN9S",
  "method": "the ωB97M-V functional and the def2-TZVPD basis",
  "symbols": ["Ir", "N", "C", "S", "N", "N", "C", "C", "C", "C", "C", "C", "N", "H", "H", "H", "H", "H", "H", "H", "C", "N", "C", "C", "N", "N", "C", "N", "N", "H", "H", "H", "H", "H", "H", "H", "H", "H", "H", "H", "H"],
  "xyz": [[0.000, 0.000, 0.000], [1.860, -3.579, 0.608], [1.185, -2.465, 0.221], [1.665, -1.097, 1.150], [0.336, -2.531, -0.774], [-0.314, -1.361, -1.200], [-1.396, -1.171, -0.522], [-2.123, 0.087, -0.647], [-3.510, 0.096, -0.654], [-4.147, 1.324, -0.807], [-3.379, 2.481, -0.921], [-1.997, 2.363, -0.878], [-1.352, 1.190, -0.745], [2.681, -3.255, 1.106], [2.065, -4.148, -0.198], [-1.796, -1.923, 0.178], [-4.073, -0.826, -0.574], [-5.231, 1.379, -0.843], [-3.843, 3.453, -1.041], [-1.351, 3.233, -0.954], [4.855, -1.606, -2.013], [3.461, -1.272, -2.312], [2.821, -2.230, -3.209], [2.691, -0.661, -1.338], [1.470, -0.932, -1.048], [3.312, 0.365, -0.647], [2.763, 1.211, 0.288], [3.588, 2.207, 0.691], [1.574, 1.052, 0.722], [5.353, -2.054, -2.880], [4.906, -2.321, -1.183], [5.434, -0.717, -1.747], [3.476, -2.480, -4.050], [1.905, -1.809, -3.637], [2.574, -3.155, -2.676], [0.722, -1.823, -1.742], [4.041, 0.800, -1.182], [4.523, 1.877, 0.896], [3.209, 2.695, 1.493], [0.960, 1.903, 1.576], [-0.462, 1.202, 1.147]],
  "forces_ev_per_a": [[14.261, 6.463, 7.060], [0.339, 0.328, -1.100], [-0.523, -2.243, 1.917], [-2.282, -3.146, 4.035], [-3.061, -6.542, 2.184], [-5.314, -4.377, -3.132], [-7.830, -1.937, 2.725], [-4.056, -0.513, -2.324], [-0.318, 0.928, -0.006], [0.042, -0.081, 0.221], [0.161, -0.449, 0.049], [1.025, 0.198, 0.057], [-4.308, 0.594, -2.755], [0.099, -0.788, 0.136], [0.037, -0.848, 0.126], [0.112, 0.284, -0.694], [0.139, 0.045, -0.012], [0.126, 0.010, -0.003], [0.157, -0.106, -0.025], [-0.143, -0.020, 0.041], [0.198, 0.162, 0.393], [0.050, 0.060, -0.398], [-0.429, -0.026, 0.064], [-1.837, 1.104, 0.049], [8.165, 5.257, -8.186], [1.376, 0.816, 0.065], [0.236, 0.050, -0.835], [0.455, 0.119, 0.731], [-2.297, 6.930, 3.173], [-0.392, 0.176, 0.113], [0.174, -0.014, -0.020], [-0.086, -0.177, 0.015], [0.021, 0.211, 0.347], [0.122, -0.024, 0.188], [-0.055, -0.080, -0.164], [3.389, 1.178, -1.472], [0.484, 0.140, 0.098], [0.178, 0.190, -0.176], [0.072, 0.203, -0.155], [2.712, -2.800, -3.055], [-1.199, -1.274, 0.727]],
  "total_energy_ha": -1425.1232,
  "orbital_gap_ev": [7.205, 7.205],
  "charge": 1,
  "mol_weight_g_mol": 501.620
}

=====

{
  "formula": "C11H19IrNOP",
  "method": "the ωB97M-V functional and the def2-TZVPD basis",
  "symbols": ["C", "C", "C", "C", "C", "Ir", "P", "H", "H", "H", "H", "H", "H", "H", "H", "O", "C", "C", "C", "C", "C", "C", "N", "H", "H", "H", "H", "H", "H", "H", "H", "H", "H", "H"],
  "xyz": [[-0.787, 0.066, -4.429], [-1.439, 1.335, -4.271], [-0.430, 2.253, -3.839], [0.854, 1.686, -4.141], [0.656, 0.284, -4.343], [0.126, -1.324, -0.387], [-0.191, -2.992, -1.552], [-1.275, -0.901, -4.534], [-2.502, 1.526, -4.329], [-0.628, 3.281, -3.517], [1.403, -0.502, -4.379], [1.813, 2.213, -4.123], [0.882, -3.308, -2.437], [-1.221, -2.902, -2.537], [-0.511, -4.231, -0.878], [0.071, 0.609, -0.101], [0.532, 0.608, 1.074], [0.428, 1.708, 2.018], [-0.771, 1.450, 2.938], [-0.458, 0.347, 3.948], [-0.339, -1.048, 3.326], [0.997, -1.346, 2.685], [1.121, -0.620, 1.320], [1.369, 1.770, 2.576], [0.295, 2.621, 1.422], [-1.036, 2.382, 3.458], [-1.636, 1.165, 2.314], [0.471, 0.574, 4.488], [-1.268, 0.312, 4.684], [-0.447, -1.802, 4.120], [-1.159, -1.240, 2.614], [1.861, -1.058, 3.299], [1.084, -2.401, 2.417], [2.133, -0.515, 1.095]],
  "forces_ev_per_a": [[-1.054, 1.981, 0.256], [1.062, -1.608, 0.881], [-0.931, 0.000, -1.968], [0.619, -2.858, 0.530], [0.384, 2.779, 0.321], [-0.204, 1.004, 0.284], [-0.346, -3.354, -1.792], [0.105, 0.303, -0.173], [0.123, -0.114, 0.249], [0.185, -0.480, -0.087], [-0.033, 0.300, -0.223], [-0.454, -0.352, 0.260], [-0.379, -0.495, 0.180], [0.130, -0.284, 0.287], [0.149, 0.255, -0.927], [-1.917, 2.398, -3.402], [0.688, 1.418, 2.866], [-0.248, 0.140, -0.217], [0.087, 0.606, 0.364], [-0.532, -0.098, -0.051], [0.050, -0.374, 0.413], [0.112, 0.626, -1.763], [2.663, -1.705, 2.244], [-0.094, 0.295, 0.290], [0.035, -0.025, 0.290], [-0.032, -0.201, 0.089], [0.258, 0.112, 0.228], [-0.144, 0.065, -0.007], [0.137, 0.030, 0.010], [-0.073, 0.166, -0.077], [0.300, 0.109, 0.108], [-0.344, 0.006, 0.045], [0.049, 0.043, 0.240], [-0.350, -0.686, 0.252]],
  "multiplicity": 5,
  "total_energy_ha": -1005.9249,
  "orbital_gap_ev": [5.611, 6.391],
  "e_above_lowest_kcal_mol": 14.5,
  "mol_weight_g_mol": 404.470
}

=====

{
  "formula": "C11H19N3O",
  "method": "the ωB97M-V functional and the def2-TZVPD basis",
  "symbols": ["N", "N", "O", "C", "C", "N", "C", "C", "C", "C", "C", "C", "C", "C", "C", "H", "H", "H", "H", "H", "H", "H", "H", "H", "H", "H", "H", "H", "H", "H", "H", "H", "H", "H"],
  "xyz": [[0.232, -0.773, -0.344], [-0.219, 0.674, -2.005], [0.215, -0.540, -2.538], [0.472, -1.334, -1.494], [-0.238, 0.476, -0.712], [0.962, -2.619, -1.683], [2.477, -4.423, -1.068], [0.215, -4.258, 0.013], [-1.425, 3.544, 1.953], [-2.260, 3.454, 0.694], [0.053, 3.561, 1.567], [-1.763, 2.404, -0.293], [0.480, 2.247, 0.888], [-0.703, 1.481, 0.314], [1.388, -3.488, -0.574], [1.278, -2.882, -2.642], [2.134, -5.115, -1.850], [2.860, -4.987, -0.206], [3.275, -3.822, -1.515], [0.546, -4.961, 0.801], [-0.338, -4.793, -0.757], [-0.435, -3.504, 0.491], [-1.695, 4.433, 2.535], [-1.667, 2.693, 2.615], [-3.303, 3.223, 0.930], [-2.191, 4.421, 0.252], [0.706, 3.723, 2.476], [0.190, 4.381, 0.856], [-2.610, 1.794, -0.631], [-1.406, 2.915, -1.175], [0.949, 1.611, 1.670], [1.240, 2.402, 0.141], [-1.228, 0.900, 1.098], [1.809, -2.838, 0.193]],
  "forces_ev_per_a": [[-0.284, 0.036, 0.068], [-0.669, 0.583, 0.685], [0.521, -0.735, -0.058], [0.679, -1.216, 0.345], [0.353, -0.600, -0.216], [-0.137, 0.950, -1.453], [0.266, 0.195, -0.131], [-0.173, 0.615, 0.753], [0.028, -0.465, 0.754], [-0.406, -0.522, 0.525], [0.477, 0.044, 0.772], [-0.262, -0.185, -0.157], [0.121, -0.552, 1.559], [-0.562, -0.425, -0.889], [-0.117, -0.079, -0.294], [-0.560, 0.563, 1.370], [-0.127, 0.065, 0.317], [0.012, 0.062, -0.432], [0.164, -0.187, 0.186], [-0.098, 0.285, -0.414], [0.013, -0.039, 0.000], [-0.060, -0.499, -0.194], [0.091, -0.046, -0.185], [0.314, 0.155, -0.129], [0.058, 0.370, 0.106], [-0.337, 0.814, -0.595], [-0.661, 0.092, -1.067], [0.153, 0.146, 0.220], [0.231, 0.048, -0.012], [0.420, -0.082, -0.365], [-0.174, 0.209, -0.540], [0.209, 0.210, -0.404], [0.510, 0.158, -0.217], [0.009, 0.030, 0.091]],
  "smiles": "CC(C)Nc1nc(C2CCCCC2)no1",
  "total_energy_ha": -670.0367,
  "orbital_gap_ev": 9.740,
  "e_above_lowest_kcal_mol": 0.0,
  "mol_weight_g_mol": 209.293
}

=====

{
  "formula": "C11H19NO2",
  "method": "the ωB97M-V functional and the def2-TZVPD basis",
  "symbols": ["O", "O", "C", "C", "N", "C", "C", "C", "C", "C", "C", "C", "C", "C", "H", "H", "H", "H", "H", "H", "H", "H", "H", "H", "H", "H", "H", "H", "H", "H", "H", "H", "H"],
  "xyz": [[0.757, 2.981, -1.412], [-0.386, 0.186, 1.887], [0.294, 1.941, -1.052], [-0.154, 0.373, 0.714], [0.074, 1.694, 0.284], [1.878, 2.733, 1.684], [-2.630, -0.867, -1.154], [0.393, -2.843, 1.469], [0.057, 0.862, -2.118], [0.382, 2.750, 1.313], [-1.534, -1.580, -0.361], [0.875, -1.980, 0.272], [0.424, -0.522, -1.638], [-0.150, -0.879, -0.249], [2.042, 3.500, 2.449], [2.167, 1.766, 2.121], [2.545, 2.976, 0.837], [-2.650, 0.210, -0.936], [-3.604, -1.276, -0.901], [-2.470, -1.001, -2.238], [0.040, -2.245, 2.303], [1.240, -3.419, 1.803], [-0.402, -3.590, 1.203], [-1.010, 0.908, -2.365], [0.650, 1.122, -3.002], [0.114, 3.727, 0.939], [-0.239, 2.620, 2.204], [-1.887, -1.706, 0.683], [-1.385, -2.566, -0.801], [1.780, -1.489, 0.557], [1.153, -2.646, -0.552], [0.152, -1.245, -2.391], [1.487, -0.495, -1.548]],
  "forces_ev_per_a": [[0.350, 1.886, -0.261], [0.116, -0.127, 0.153], [0.709, -0.819, -0.984], [-0.708, -0.647, 0.394], [-0.216, -0.960, 0.368], [-0.118, 0.059, 0.050], [0.481, 0.274, -0.338], [-0.438, -0.338, -0.783], [-0.863, 0.175, 0.629], [0.548, -0.469, -0.213], [-0.189, 0.801, 1.039], [-1.568, 0.000, 0.870], [-0.607, 0.842, 0.583], [0.850, -0.570, -1.011], [0.031, -0.109, -0.048], [-0.102, 0.246, -0.189], [-0.513, -0.211, 0.264], [-0.093, -0.199, -0.031], [-0.088, -0.054, -0.046], [-0.142, 0.175, 0.365], [-0.035, 0.149, -0.019], [0.345, -0.304, 0.263], [0.636, 0.796, 0.079], [0.177, 0.065, -0.165], [-0.253, 0.233, 0.310], [-0.043, 0.023, -0.614], [0.111, -0.548, -0.307], [0.153, -0.152, -0.541], [0.166, -0.057, 0.146], [0.705, 0.485, 0.253], [-0.313, 0.200, -0.090], [-0.067, -0.479, -0.126], [0.978, -0.364, 0.002]],
  "smiles": "CCN1C(=O)CCC(CC)(CC)C1=O",
  "total_energy_ha": -635.8066,
  "orbital_gap_ev": 10.591,
  "e_above_lowest_kcal_mol": 0.0,
  "mol_weight_g_mol": 197.278
}